The following is a DFT calculation (ωB97M-V with the def2-TZVPD basis set) of 2 unconnected molecules or ions with the total composition C9H9NO2S2 in a non-equilibrium geometry.

Calculated values
multiplicity = 1
ΔE to the lowest compared entry with this formula, charge and spin = 16.2 kJ/mol
HOMO = -8.8922 eV
SMILES = OCc1nc2ccccc2s1.OC=S

Last column: Mulliken charge in e.
Element x y z (Å)
O 2.44500 1.91242 2.37445  -0.508
C 1.26044 1.14769 2.19846  -0.263
C 1.07798 0.67615 0.83783  0.570
N 0.28275 -0.26988 0.43276  -0.425
C 0.25239 -0.34573 -0.88301  -0.428
C -0.49260 -1.13898 -1.73434  -0.458
C -0.47389 -0.94197 -3.06476  -0.581
C 0.31114 0.05371 -3.64174  -0.387
C 1.21785 0.81508 -2.88460  -0.843
C 1.09719 0.59631 -1.54052  1.195
S 2.01348 1.49757 -0.39021  -0.360
H 2.57214 2.42695 1.62147  0.307
H 1.03250 0.50629 3.05441  0.367
H 0.33890 1.85938 2.33694  0.233
H -0.87942 -1.97806 -1.22363  0.436
H -1.13025 -1.60307 -3.65525  0.333
H 0.25866 0.27228 -4.68686  0.391
H 1.90162 1.36623 -3.47947  0.409
O -1.52419 -1.45587 2.47770  -0.400
C -2.62882 -0.71896 2.57311  0.059
S -2.97554 0.73345 2.01261  -0.279
H -0.87928 -0.87178 2.05865  0.337
H -3.43888 -1.39625 2.93667  0.294

The following is a DFT calculation (ωB97M-V with the def2-TZVPD basis set) of a molecular structure, C9H9NO3P in a non-equilibrium geometry.

Calculated values
multiplicity = 1
total charge = -1
ΔE to the lowest compared entry with this formula, charge and spin = 278.6 kJ/mol
HOMO (spin up / spin down) = -2.7836 / -3.3118 eV

Last column: Mulliken charge in e.
Element x y z (Å)
C -2.53001 1.06017 -0.71656  -0.329
C -2.97018 0.86993 0.59060  -0.516
C -1.40246 0.41661 -1.16991  -0.468
C -2.22860 0.14703 1.45614  -0.267
C -0.65135 -0.32686 -0.30039  -0.438
C -1.02843 -0.40145 1.07134  0.476
C 3.02616 0.54521 -0.22692  0.216
C 2.06871 0.72670 0.59155  0.405
C 3.00348 0.26799 -2.62731  -0.609
N 3.64897 0.42483 -1.34755  -0.718
O 1.41715 0.70111 1.61917  -0.625
O -1.12759 -1.76776 3.20769  -0.530
O 0.92324 -2.13536 1.67121  -0.669
P 0.10872 -1.05070 2.27235  0.468
H -3.03779 1.70390 -1.48659  0.259
H -3.73884 1.39181 1.09799  0.336
H -1.03797 0.45842 -2.22828  0.295
H -2.56060 -0.10988 2.49648  0.287
H 0.34447 -0.73737 -0.62159  0.433
H 3.71107 -0.30417 -3.14517  0.319
H 2.68443 1.08739 -3.25847  0.242
H 2.07316 -0.37484 -2.47802  0.147
H -0.69575 -2.59272 3.53224  0.285

The following is a DFT calculation (ωB97M-V with the def2-TZVPD basis set) of a single C9H9NO3S molecule in a non-equilibrium geometry.

Calculated values
multiplicity = 1
ΔE to the lowest compared entry with this formula, charge and spin = 226.6 kJ/mol
HOMO (spin up / spin down) = -8.9785 / -8.9781 eV
SMILES = O=C(O)C1=C2C(=O)CSC[C@]23CCN13

Last column: Mulliken charge in e.
Element x y z (Å)
O -3.45780 -1.33124 0.03651  -0.493
C -2.87081 -0.32200 -0.22686  0.211
O -3.49986 0.74196 -0.78210  -0.521
C -1.45164 -0.08299 -0.02298  0.493
C -0.10511 -0.87189 0.34381  0.097
C 0.34354 -2.22825 0.30051  -0.031
O -0.28241 -3.19957 0.65477  -0.548
C 1.73927 -2.40717 -0.31177  -0.694
S 2.83630 -0.95862 -0.30323  -0.137
C 1.69168 0.30466 -0.95475  -1.027
C 0.56645 0.43413 0.04252  1.319
C 0.72892 1.49407 1.16591  -0.828
C -0.56806 2.14351 0.67877  -0.541
N -0.72562 1.06828 -0.33889  -0.353
H -2.87963 1.45316 -0.99271  0.398
H 2.26942 -3.19350 0.22739  0.378
H 1.59521 -2.73203 -1.34450  0.331
H 1.31904 -0.01404 -1.92844  0.371
H 2.26339 1.22526 -1.05222  0.427
H 1.62547 2.09975 1.04707  0.328
H 0.69080 1.08647 2.17085  0.242
H -1.38430 2.18182 1.39984  0.282
H -0.44423 3.10824 0.19049  0.297

The following is a DFT calculation (ωB97M-V with the def2-TZVPD basis set) of a molecular structure, C9H9NO6SSc in a non-equilibrium geometry.

Calculated values
multiplicity = 2
HOMO (spin up / spin down) = -4.7737 / -8.8716 eV

Last column: Mulliken spin population.
Element x y z (Å)
Sc 0.15390 0.21910 -0.10010  0.184
O -2.94130 1.51540 1.72480  0.059
C -2.24830 0.85320 0.79490  0.595
O -1.38840 1.41190 0.08670  0.059
C -2.58100 -0.61950 0.67580  0.032
O -1.50150 -1.29260 0.03700  0.005
C -0.80620 -2.19010 0.90970  0.003
C -0.05720 -1.40990 2.06250  -0.001
O 0.19220 -1.99970 3.08800  0.000
O 0.17880 -0.19570 1.76680  0.010
H -2.60010 2.41950 1.81320  -0.002
H -2.77970 -1.01250 1.68220  0.019
H -3.47990 -0.75960 0.05760  0.043
H -1.49990 -2.92210 1.34310  0.000
H -0.07020 -2.71140 0.28200  -0.004
O 0.31030 -0.23390 -1.99340  0.000
N 1.42120 -0.68670 -2.55120  -0.002
C 1.34840 -1.17700 -3.79960  0.001
C 2.43950 -1.72090 -4.42350  -0.001
C 3.65550 -1.77600 -3.73490  0.000
C 3.73080 -1.24710 -2.47170  0.002
C 2.60240 -0.67000 -1.86220  -0.003
S 2.67660 0.03740 -0.31200  0.003
H 0.37160 -1.11850 -4.25190  0.000
H 2.34650 -2.10350 -5.42460  0.000
H 4.52170 -2.23010 -4.18980  0.000
H 4.64190 -1.25570 -1.89350  0.000

The following is a DFT calculation (ωB97M-V with the def2-TZVPD basis set) of a single C9H9NS2 molecule in a non-equilibrium geometry.

Calculated values
multiplicity = 1
ΔE to the lowest compared entry with this formula, charge and spin = 0.0 kJ/mol
HOMO = -7.5168 eV
SMILES = SN1CSC=C1c1ccccc1

Last column: Mulliken charge in e.
Element x y z (Å)
S 0.46722 -1.05172 -2.23213  -0.139
N 1.45270 -0.86171 -0.87195  -0.152
C 2.87988 -0.64328 -1.24012  -0.422
S 3.73575 -0.10296 0.30807  -0.197
C 2.16740 0.40915 0.97875  -0.230
C 1.09404 -0.05486 0.28320  -0.131
C -0.30413 0.06845 0.67590  0.593
C -0.88353 1.34404 0.95349  -0.645
C -2.25848 1.49607 0.87303  -0.558
C -3.04348 0.34707 0.69585  -0.513
C -2.42264 -0.86893 0.44647  -0.294
C -1.09071 -1.01172 0.44664  -0.472
H 0.45001 0.15298 -2.63561  0.117
H 3.28533 -1.64035 -1.55559  0.382
H 3.11584 0.12568 -2.03029  0.278
H 2.14261 0.99369 1.92632  0.350
H -0.23477 2.11772 0.96385  0.533
H -2.73107 2.45055 1.14524  0.327
H -4.05759 0.41318 0.57554  0.455
H -3.10308 -1.76704 0.29910  0.262
H -0.66131 -1.91602 -0.00576  0.456

The following is a DFT calculation (ωB97M-V with the def2-TZVPD basis set) of 2 unconnected molecules or ions with the total composition C9H9O2S2 in a non-equilibrium geometry.

Calculated values
multiplicity = 1
total charge = -1
ΔE to the lowest compared entry with this formula, charge and spin = 172.9 kJ/mol
HOMO = -2.7064 eV

Last column: Mulliken charge in e.
Element x y z (Å)
C 2.63813 -1.47340 0.16412  -0.307
C 2.13602 -0.82821 -0.94811  -0.727
C 1.79540 -1.59692 1.26588  -0.728
C 0.88135 -0.30279 -0.91977  -0.164
C 0.53883 -0.96515 1.24271  -0.456
C 0.05544 -0.17111 0.19892  0.343
C -2.37973 -1.56710 -0.98817  0.789
C -0.64738 3.00673 -0.55650  -0.813
C -1.20917 0.43783 0.22460  -0.066
O -3.31937 -1.60344 -0.33716  -0.433
O -1.58044 -1.83890 -1.76886  -0.402
S -1.73123 0.98043 1.98482  -0.345
S -1.74647 1.48882 -0.99494  -0.127
H 3.72145 -1.54807 0.07945  0.269
H 2.74994 -0.78827 -1.83632  0.346
H 2.11567 -1.98230 2.25103  0.275
H 0.39721 0.24780 -1.74105  0.376
H 0.05387 -1.16052 2.19287  0.282
H -1.10086 3.70977 -1.25380  0.349
H 0.36883 2.61199 -0.64945  0.245
H -0.95163 3.16242 0.44282  0.206
H -2.78585 0.18040 1.94692  0.088

- What is the formula in the third record?
  C9H9NO3S

- The highest multiplicity belongs to which entry?
  C9H9NO6SSc

- Number 6 is which compound?
  C9H9O2S2